1.
Here is 2 unconnected molecules or ions with the total composition C5H15N3 at a distorted geometry from the OMol25 dataset. Energies are from ωB97M-V with the def2-TZVPD basis set.

The geometry in XYZ format:
```
23
Properties=species:S:1:pos:R:3:forces:R:3:nbo_charge:R:1
C 2.22475 -0.19185 0.37110 3.623 -2.134 0.633 0.50
C 2.39169 -0.40256 1.89563 0.796 0.788 0.262 -0.68
C 0.71584 1.71334 0.50895 0.756 2.333 0.401 -0.50
C -2.36928 0.91795 -1.16213 0.365 -0.651 3.090 -0.48
C -2.45879 -1.42032 -0.12107 4.669 -2.476 -3.141 -0.45
N 3.15538 -0.85599 -0.39425 -2.282 1.928 -0.120 -0.67
N 1.29461 0.57502 -0.06764 -0.882 0.174 -0.918 -0.17
N -1.79677 -0.40222 -1.05442 -0.240 -1.007 0.632 -0.12
H 3.50735 -0.05539 2.09160 -2.206 -1.168 -0.118 0.30
H 2.12529 -1.46511 2.19735 0.702 1.362 -0.307 0.29
H 1.73989 0.33892 2.42907 0.657 -1.086 -0.345 0.24
H 0.75878 1.68823 1.61087 -0.247 -0.299 -0.134 0.28
H -0.29898 1.93148 0.16667 0.395 -0.268 0.068 0.23
H 1.34643 2.67724 0.38096 -0.652 -1.383 -0.329 0.30
H -2.77824 1.12767 -0.11277 0.322 0.065 -1.518 0.26
H -1.63266 1.62860 -1.43953 0.665 0.601 -0.402 0.24
H -3.16000 0.96003 -1.85241 -1.360 -0.168 -1.100 0.30
H -2.43311 -2.44904 -0.73202 -0.304 2.152 1.222 0.29
H -1.74172 -1.64497 0.73352 -1.131 0.661 -0.713 0.28
H -3.41766 -1.10302 0.04994 -2.163 0.735 0.912 0.25
H 3.88056 -1.42234 -0.00833 0.197 -0.276 0.841 0.44
H 3.31544 -0.65987 -1.38325 -0.478 0.141 0.288 0.44
H -0.91138 -0.60880 -1.58675 -1.201 -0.023 0.795 0.43
```
Forces are in eV/Å.

Output
Frontier orbital gap (alpha / beta) ... 0.291 / 0.305 Eh
Lowest unoccupied orbital energy (alpha / beta) ... -10.724 / -10.431 eV
Total charge ... +2
Energy ... -9877.6900 eV

---

2.
Here is 2 unconnected molecules or ions with the total composition C5H15N3O at a distorted geometry from the OMol25 dataset. Energies are from ωB97M-V with the def2-TZVPD basis set.

The geometry in XYZ format:
```
24
Properties=species:S:1:pos:R:3:forces:R:3:nbo_charge:R:1
C 0.80804 2.16401 -0.80983 -0.142 -0.475 -0.041 -0.65
C 0.23906 0.78709 -0.47060 0.303 0.008 1.627 0.37
O 0.72003 -0.13020 -1.40280 -0.441 -1.092 -0.356 -0.74
C 0.72086 0.34486 1.01321 -0.370 0.694 -1.149 -0.26
N 2.03978 -0.24042 1.04568 0.232 -0.081 0.036 -0.82
N -1.21911 0.71939 -0.52748 -0.476 -0.245 -0.241 -0.51
N -1.86438 1.70887 0.33429 0.273 0.174 -0.159 -0.69
H 0.33843 2.91723 -0.18309 -0.013 0.052 0.022 0.23
H 0.60490 2.38713 -1.85562 0.008 0.057 -0.081 0.22
H 1.88403 2.17651 -0.65603 0.132 0.037 0.003 0.21
H 0.27780 -1.00506 -1.22046 0.505 1.261 -0.125 0.49
H 0.01242 -0.35942 1.45074 -0.061 0.105 -0.158 0.19
H 0.72728 1.24621 1.62578 -0.013 0.024 0.170 0.19
H 2.07662 -1.04935 0.43201 -0.013 0.143 0.045 0.36
H 2.72503 0.41698 0.68593 -0.032 -0.094 0.050 0.35
H -1.49948 0.97241 -1.47795 0.224 0.053 0.244 0.35
H -2.85413 1.48244 0.29531 0.102 -0.050 0.136 0.35
H -1.56538 1.49473 1.28120 -0.141 -0.099 -0.009 0.34
C -0.90242 -2.50470 0.67955 0.162 0.052 -0.277 -0.34
C -0.47045 -2.80610 -0.53701 -0.362 -0.756 0.291 -0.46
H -0.30703 -2.69581 1.55827 0.123 -0.106 0.114 0.20
H -1.84432 -2.00540 0.83501 -0.175 0.070 -0.023 0.20
H 0.45180 -3.34672 -0.69042 0.206 0.050 -0.005 0.20
H -1.09939 -2.67469 -1.40569 -0.033 0.219 -0.113 0.21
```
Forces are in eV/Å.

Output
Frontier orbital gap ... 0.340 Eh
Lowest unoccupied orbital energy ... 1.049 eV
SMILES string ... C[C@@](O)(CN)NN.C=C
Energy ... -11944.0383 eV

---

3.
Here is a molecular structure, C5H15N3O at a distorted geometry from the OMol25 dataset. Energies are from ωB97M-V with the def2-TZVPD basis set.

The geometry in XYZ format:
```
24
Properties=species:S:1:pos:R:3:forces:R:3:nbo_charge:R:1
C -1.66223 0.98623 0.79576 0.618 1.119 -0.740 0.26
C -0.26395 -1.41198 -0.44124 2.207 0.561 1.431 -0.32
C -3.02528 0.69106 0.29616 -0.198 0.167 0.039 -0.70
N -0.85018 1.88128 0.34465 -0.925 -0.897 0.518 -0.66
N 0.41242 -2.23098 -1.40550 -0.095 -0.377 -0.376 -0.85
H -1.27727 0.36317 1.59443 0.114 -0.144 0.074 0.20
H 0.43595 1.46022 0.49775 1.867 -1.541 -0.057 0.43
H -1.18338 2.44789 -0.43086 -0.181 -0.090 0.033 0.37
H 1.12030 -2.78222 -0.91619 -0.047 0.179 0.061 0.38
H 0.93409 -1.65192 -2.05420 -0.056 -0.026 0.056 0.34
H -0.73154 -0.57411 -0.95519 -0.084 0.097 0.119 0.15
H -0.99416 -2.00296 0.12029 -0.084 0.112 -0.034 0.17
H -3.74884 0.75223 1.11106 0.021 -0.038 0.034 0.25
H -3.33080 1.37556 -0.49428 0.042 -0.030 -0.028 0.22
H -3.04943 -0.33728 -0.07813 0.055 0.083 0.036 0.27
C 2.38738 0.75675 -0.59887 0.040 0.013 0.031 -0.43
N 1.48464 0.65151 0.54788 -1.681 0.923 0.359 -0.70
C 1.03543 -0.97904 0.83282 -2.531 0.224 -1.762 0.36
O 1.98520 -1.75853 0.74620 1.015 -0.414 0.030 -0.78
H 1.99252 0.90581 1.39301 0.094 -0.138 -0.069 0.37
H 0.47916 -0.87487 1.78322 0.032 0.259 0.267 0.07
H 2.88391 1.72986 -0.62182 -0.090 -0.026 -0.042 0.19
H 3.15204 -0.02222 -0.55046 -0.150 -0.046 0.040 0.23
H 1.81400 0.62454 -1.51653 0.017 0.030 -0.023 0.19
```
Forces are in eV/Å.

Output
Frontier orbital gap ... 0.262 Eh
Lowest unoccupied orbital energy ... 0.201 eV
Energy ... -11942.9869 eV

---

4.
Here is 2 unconnected molecules or ions with the total composition C5H15N3O2 at a distorted geometry from the OMol25 dataset. Energies are from ωB97M-V with the def2-TZVPD basis set.

The geometry in XYZ format:
```
25
Properties=species:S:1:pos:R:3:forces:R:3:nbo_charge:R:1
C 0.53486 1.10603 -0.32378 0.512 -0.468 -3.943 -0.25
C 0.36991 -1.20239 0.39594 1.287 -2.909 -2.696 -0.24
C 2.08151 1.06295 -0.25341 -1.532 -1.438 -0.889 -0.21
C 1.80466 -1.07785 0.88909 -2.080 -0.965 -1.528 -0.24
C -1.55714 0.26905 0.57984 -0.444 -0.035 0.270 0.88
N -0.26483 0.02546 0.18116 -2.669 1.800 2.411 -0.40
N 2.52106 -0.40211 -0.22206 1.462 1.777 2.071 -0.49
N -2.19791 1.46874 0.55017 0.578 -0.881 -0.309 -0.79
O -2.23261 -0.72952 1.09947 1.215 0.204 0.399 -0.60
O -2.62481 -0.64901 -1.42479 0.079 1.436 -1.271 -0.98
H 0.31642 2.02422 0.13448 -0.868 1.317 0.393 0.26
H 0.30989 1.09828 -1.45040 0.126 0.679 1.383 0.22
H 0.34801 -1.83957 -0.59085 0.171 1.056 1.452 0.21
H -0.01737 -1.87539 1.09360 -1.733 -0.481 1.187 0.28
H 2.47847 1.70958 -1.07178 0.072 -0.993 0.649 0.29
H 2.33981 1.39266 0.69196 1.040 1.027 1.712 0.23
H 1.73058 -0.44626 1.72859 0.807 0.657 1.244 0.24
H 2.08529 -2.12095 1.11525 0.784 0.795 -0.215 0.28
H 2.31656 -0.85698 -1.06244 -0.084 -1.072 -1.902 0.44
H 3.51686 -0.44250 -0.00899 0.339 0.010 -0.527 0.46
H -3.11965 1.52732 1.06707 1.565 0.199 -1.260 0.45
H -2.85118 -1.47991 -1.80308 -0.354 -1.729 -0.001 0.50
H -1.98842 2.07061 -0.25516 -0.463 0.053 0.890 0.44
H -3.17544 -0.50844 1.18310 0.146 -0.280 -0.085 0.53
H -2.72454 -0.12401 -2.24299 0.045 0.240 0.565 0.49
```
Forces are in eV/Å.

Output
Frontier orbital gap ... 0.427 Eh
Lowest unoccupied orbital energy ... -6.392 eV
Total charge ... +2
Energy ... -13976.6887 eV

---

5.
Here is C5H15N3O2S in the gas phase at a distorted geometry from the OMol25 dataset. Energies are from ωB97M-V with the def2-TZVPD basis set.

The geometry in XYZ format:
```
26
Properties=species:S:1:pos:R:3:forces:R:3:nbo_charge:R:1
C 3.95203 0.61861 -0.41107 0.082 2.111 1.566 -0.61
C 2.62354 1.15905 0.17840 -0.073 2.103 1.721 -0.39
C 1.49304 0.15145 -0.02272 -1.911 -0.035 -0.720 -0.41
C -0.00372 0.61006 0.30719 3.982 -0.201 4.767 -0.45
C -0.99166 -0.45249 0.13681 -3.574 -0.985 0.264 0.13
N -0.90616 -1.20019 -1.08520 0.208 0.353 -1.231 -0.84
N -1.28707 -1.33959 1.23299 2.203 -0.369 0.577 -0.87
S -2.70456 0.44339 -0.00824 1.587 2.101 -1.373 2.22
N -3.67448 -0.84556 0.09602 -3.286 -1.580 0.880 -1.16
O -2.77821 1.04810 -1.34349 0.006 -1.356 0.951 -0.96
O -2.95313 1.33161 1.07318 -0.329 0.112 1.152 -0.94
H 4.16359 -0.20071 0.27914 0.473 -0.399 -0.734 0.21
H 4.82968 1.40425 -0.29732 -1.848 -1.649 -0.612 0.22
H 3.67446 0.33721 -1.42047 0.889 -0.269 -0.237 0.21
H 2.36833 2.22192 -0.10029 0.174 -1.125 -0.520 0.20
H 2.76053 1.34487 1.33501 -0.292 -0.735 -1.920 0.19
H 1.27916 -0.33693 -1.00506 1.435 0.770 0.107 0.21
H 1.83416 -0.67247 0.58032 -0.533 -0.693 0.564 0.20
H 0.05572 1.07077 1.40883 -0.709 -1.410 -2.068 0.24
H -0.30127 1.42509 -0.22479 -0.370 2.308 -2.102 0.23
H -1.82254 -1.62613 -1.28629 0.864 -0.002 0.155 0.36
H -0.72574 -0.55797 -1.86733 -0.112 -0.350 0.231 0.38
H -0.39541 -1.90794 1.41923 -2.279 0.633 -0.321 0.38
H -2.16100 -1.83282 0.99277 1.284 -0.356 0.439 0.39
H -4.47658 -0.94570 0.87102 2.608 0.665 -2.577 0.46
H -3.85272 -1.24787 -0.83863 -0.477 0.359 1.041 0.42
```
Forces are in eV/Å.

Output
Frontier orbital gap ... 0.359 Eh
Lowest unoccupied orbital energy ... 0.271 eV
SMILES string ... CCCCC(N)(N)S(N)(=O)=O
Energy ... -24826.8353 eV

---

Relative energy (zero: lowest compared OMol25 entry of this formula, charge and spin) (kcal per mole)
135.4, 62.5, 86.8, 57.3, 0.0